Entry 1:
Here is C29H55ClIMnN5O7P2SSi as an isolated structure from the Open Molecules 2025 dataset. Energies are from ωB97M-V/def2-TZVPD.

The value obtained for the energy relative to the best compared isomer or geometry (same formula, charge and spin) is 0.0 kcal per mole. The gap between HOMO and LUMO (spin up / spin down) is 6.59 / 7.58 eV. The spin multiplicity is 5. The value obtained for the max |F| is 0.5 eV/Å. As for the total charge: +1.

Element x y z (Å)
Mn  -0.041  -0.407  0.075
Cl  -4.251  -3.420  4.576
C  -3.391  -2.284  3.591
C  -3.757  -0.970  3.588
C  -3.082  -0.023  2.785
I  -3.616  1.978  2.889
C  -2.041  -0.404  1.968
O  -1.370  0.405  1.174
C  -1.644  -1.772  2.013
N  -0.573  -2.078  1.229
C  -0.153  -3.321  1.173
C  -0.754  -4.345  1.922
C  -1.817  -4.055  2.734
C  -2.301  -2.731  2.800
H  -4.576  -0.645  4.214
H  0.676  -3.519  0.508
H  -0.365  -5.350  1.847
H  -2.293  -4.825  3.325
C  1.336  2.305  2.172
C  1.744  0.909  2.613
C  3.151  0.887  3.186
C  0.770  0.341  3.633
O  1.671  0.030  1.430
Si  2.888  -0.293  0.312
S  1.710  -1.367  -1.077
O  4.163  -1.063  0.926
C  4.571  -2.391  1.297
C  5.779  -2.218  2.204
C  3.434  -3.089  2.030
C  4.943  -3.151  0.032
O  3.407  1.169  -0.196
C  4.696  1.599  -0.705
C  4.461  2.961  -1.343
C  5.207  0.601  -1.736
C  5.681  1.741  0.448
H  1.307  2.973  3.035
H  0.340  2.279  1.728
H  2.046  2.698  1.444
H  3.179  1.518  4.076
H  3.881  1.270  2.477
H  3.438  -0.125  3.475
H  0.868  0.890  4.570
H  0.991  -0.710  3.829
H  -0.258  0.440  3.294
H  5.508  -1.659  3.101
H  6.568  -1.675  1.683
H  6.170  -3.190  2.506
H  3.101  -2.494  2.883
H  3.759  -4.065  2.393
H  2.598  -3.236  1.347
H  5.767  -2.657  -0.484
H  4.087  -3.210  -0.643
H  5.258  -4.166  0.279
H  3.760  2.888  -2.174
H  5.399  3.365  -1.723
H  4.057  3.658  -0.608
H  4.481  0.474  -2.540
H  5.394  -0.370  -1.277
H  6.141  0.957  -2.170
H  5.315  2.474  1.169
H  6.645  2.090  0.075
H  5.827  0.787  0.952
C  1.713  1.469  -3.481
N  0.320  1.058  -3.628
C  -0.045  0.576  -4.952
P  -0.706  1.478  -2.440
O  -0.199  1.190  -1.063
O  -2.003  0.618  -2.834
P  -2.593  -0.728  -2.131
O  -1.569  -1.316  -1.226
N  -2.988  -1.774  -3.311
C  -2.002  -2.755  -3.767
C  -4.030  -1.468  -4.286
N  -3.986  -0.188  -1.482
C  -4.728  -1.172  -0.684
C  -4.162  1.195  -1.035
N  -1.179  3.037  -2.475
C  -1.386  3.682  -3.767
C  -1.057  3.934  -1.327
H  2.355  0.636  -3.772
H  1.927  1.695  -2.437
H  1.944  2.337  -4.106
H  0.597  -0.267  -5.213
H  0.087  1.357  -5.707
H  -1.079  0.242  -4.968
H  -1.265  -2.930  -2.989
H  -1.495  -2.409  -4.673
H  -2.510  -3.693  -3.993
H  -4.756  -0.784  -3.855
H  -4.540  -2.391  -4.564
H  -3.609  -1.020  -5.191
H  -4.592  -2.169  -1.100
H  -5.789  -0.927  -0.717
H  -4.395  -1.173  0.358
H  -3.733  1.885  -1.756
H  -3.706  1.365  -0.056
H  -5.232  1.393  -0.960
H  -1.609  2.942  -4.536
H  -0.510  4.258  -4.077
H  -2.240  4.358  -3.702
H  -0.996  3.355  -0.410
H  -1.939  4.574  -1.282
H  -0.169  4.566  -1.416


Entry 2:
Here is a 3-piece molecular cluster, C27H54BBrFN3O16P3S overall at a distorted geometry from the Open Molecules 2025 dataset. Energies are from ωB97M-V/def2-TZVPD.

The gap between HOMO and LUMO is 7.98 eV. The spin multiplicity is 1. The value obtained for the max |F| is 7.3 eV/Å. As for the total charge: +1.

Element x y z (Å)
C  4.298  -2.879  0.966
C  3.380  -2.299  -0.157
O  3.092  -0.950  0.245
C  2.286  -0.188  -0.570
F  1.880  -1.021  -1.619
C  3.286  0.800  -1.338
C  4.797  0.630  -1.048
C  5.651  1.635  -1.871
O  6.652  2.180  -0.953
C  6.534  3.534  -0.899
O  6.541  4.150  0.132
B  3.209  0.484  -2.927
O  4.106  -0.360  -3.585
O  2.211  1.033  -3.680
C  2.850  2.244  -0.876
C  1.958  1.944  0.345
Br  3.294  1.782  1.824
C  1.160  3.229  0.777
C  1.263  4.413  -0.211
C  0.347  5.641  0.109
C  -0.406  5.533  1.423
O  0.107  5.603  2.506
O  -1.756  5.341  1.309
N  1.201  0.685  0.046
C  0.453  0.255  1.304
C  0.670  -1.148  1.878
C  0.307  -2.374  1.023
C  -1.141  -2.847  1.294
S  -1.595  -4.306  0.313
C  -1.248  -3.957  -1.369
N  -0.074  -3.859  -1.929
N  -0.303  -3.537  -3.225
C  -1.569  -3.448  -3.429
O  -2.211  -3.713  -2.266
P  -0.027  0.859  -1.345
C  -1.199  -0.541  -1.514
C  -1.061  2.348  -1.111
H  4.521  -2.084  1.684
H  3.746  -3.643  1.520
H  5.213  -3.293  0.544
H  3.979  -2.358  -1.070
H  2.514  -2.956  -0.195
H  5.088  0.782  -0.007
H  5.185  -0.356  -1.319
H  5.068  2.488  -2.234
H  6.213  1.124  -2.653
H  6.458  4.111  -1.843
H  3.733  -1.251  -3.555
H  2.248  0.637  -4.560
H  2.361  2.626  -1.780
H  3.666  2.923  -0.638
H  1.512  3.611  1.734
H  0.120  2.949  0.989
H  1.088  4.162  -1.256
H  2.296  4.778  -0.157
H  0.920  6.571  0.088
H  -0.382  5.724  -0.707
H  -2.120  5.899  0.598
H  -0.620  0.365  1.099
H  0.601  0.931  2.150
H  1.708  -1.262  2.204
H  0.086  -1.204  2.807
H  0.528  -2.302  -0.044
H  0.923  -3.205  1.390
H  -1.133  -3.207  2.330
H  -1.874  -2.035  1.264
H  -2.090  -3.189  -4.334
H  -1.769  -0.735  -0.599
H  -1.925  -0.217  -2.269
H  -0.682  -1.410  -1.917
H  -0.651  3.268  -1.523
H  -1.991  2.177  -1.671
H  -1.405  2.504  -0.080
C  -6.307  6.916  0.765
O  -5.265  7.543  -0.023
P  -4.373  6.554  -1.047
O  -2.999  7.010  -0.646
O  -4.937  7.259  -2.391
C  -5.222  8.656  -2.450
O  -4.032  5.176  -1.881
C  -3.052  5.262  -2.910
H  -6.775  7.681  1.378
H  -7.064  6.470  0.116
H  -5.883  6.151  1.417
H  -4.458  9.246  -1.944
H  -6.204  8.861  -2.028
H  -5.242  8.942  -3.501
H  -2.095  5.599  -2.512
H  -3.382  5.909  -3.720
H  -2.920  4.254  -3.305
C  -0.392  -10.368  5.471
O  -1.355  -9.379  5.044
P  -1.325  -8.929  3.420
O  -1.336  -7.444  3.603
O  -2.793  -9.558  3.118
C  -3.841  -9.522  4.081
O  -0.906  -9.084  1.835
C  -1.637  -8.296  0.905
H  -0.528  -10.539  6.535
H  -0.546  -11.310  4.939
H  0.624  -10.010  5.297
H  -3.881  -8.564  4.599
H  -3.728  -10.336  4.796
H  -4.780  -9.670  3.550
H  -1.533  -7.236  1.121
H  -2.688  -8.581  0.890
H  -1.214  -8.485  -0.082


Entry 3:
Here is a 2-piece molecular cluster, CH3NO2 overall at a distorted geometry from the Open Molecules 2025 dataset. Energies are from ωB97M-V/def2-TZVPD.

The value obtained for the energy relative to the best compared isomer or geometry (same formula, charge and spin) is 146.4 kcal per mole. The gap between HOMO and LUMO is 10.97 eV. The spin multiplicity is 1. The value obtained for the max |F| is 6.0 eV/Å.

Element x y z (Å)
C  0.256  0.114  0.463
N  1.192  0.563  -0.464
O  1.133  -0.804  0.024
O  -1.514  -0.184  -0.466
H  0.040  0.468  1.494
H  0.638  0.550  -1.282
H  -1.746  -0.707  0.232


Entry 4:
Here is C2H5NOS2 as an isolated structure at a distorted geometry from the Open Molecules 2025 dataset. Energies are from ωB97M-V/def2-TZVPD.

The value obtained for the energy relative to the best compared isomer or geometry (same formula, charge and spin) is 108.0 kcal per mole. The gap between HOMO and LUMO is 8.52 eV. The spin multiplicity is 1. The value obtained for the max |F| is 7.2 eV/Å.

Element x y z (Å)
C  -0.511  -0.502  1.001
C  0.656  0.175  0.294
H  -2.438  0.190  -0.407
H  -0.109  -1.432  1.377
H  -0.731  -0.031  1.916
H  0.917  1.528  -1.181
H  -1.091  2.753  0.471
N  0.615  1.543  0.146
O  -0.650  2.020  -0.261
S  -1.688  -0.989  -0.330
S  1.905  -0.761  -0.224


Entry 5:
Here is the molecule C17H16ClNO6S at a distorted geometry from the Open Molecules 2025 dataset. Energies are from ωB97M-V/def2-TZVPD.

The value obtained for the energy relative to the best compared isomer or geometry (same formula, charge and spin) is 0.0 kcal per mole. The gap between HOMO and LUMO is 9.05 eV. As for the SMILES: CNS(=O)(=O)c1cccc(C(=O)OCc2cc(Cl)cc3c2OCOC3)c1. The spin multiplicity is 1. The value obtained for the max |F| is 1.0 eV/Å.

Element x y z (Å)
C  0.437  2.788  -0.359
N  1.587  2.286  0.366
S  3.002  1.976  -0.495
O  2.806  2.323  -1.871
O  4.097  2.554  0.229
C  3.086  0.195  -0.347
C  4.234  -0.428  0.101
C  4.244  -1.808  0.243
C  3.102  -2.541  -0.031
C  1.949  -1.902  -0.481
C  0.684  -2.671  -0.632
O  0.503  -3.769  -0.173
O  -0.235  -1.967  -1.301
C  -1.603  -2.335  -1.139
C  -2.314  -1.176  -0.493
C  -3.426  -0.592  -1.074
C  -4.027  0.509  -0.481
Cl  -5.414  1.221  -1.220
C  -3.527  1.044  0.692
C  -2.412  0.472  1.285
C  -1.801  -0.634  0.695
O  -0.706  -1.225  1.256
C  -0.091  -0.483  2.282
O  -0.995  0.042  3.190
C  -1.845  0.995  2.579
C  1.951  -0.521  -0.656
H  0.255  3.847  -0.173
H  -0.456  2.216  -0.090
H  0.641  2.656  -1.420
H  1.812  2.796  1.205
H  5.095  0.177  0.339
H  5.138  -2.308  0.585
H  3.079  -3.611  0.107
H  -2.023  -2.550  -2.124
H  -1.651  -3.233  -0.510
H  -3.826  -0.993  -1.991
H  -4.002  1.897  1.151
H  0.547  -1.187  2.822
H  0.525  0.316  1.825
H  -2.640  1.190  3.301
H  -1.291  1.932  2.401
H  1.071  -0.011  -1.010


Entry 6:
Here is C17H16N6O7RuS2 as an isolated structure from the Open Molecules 2025 dataset. Energies are from ωB97M-V/def2-TZVPD.

The gap between HOMO and LUMO (spin up / spin down) is 7.71 / 6.23 eV. The spin multiplicity is 5. The value obtained for the max |F| is 0.7 eV/Å.

Element x y z (Å)
Ru  0.088  0.200  -0.150
O  -2.453  -2.474  -1.821
C  -1.388  -2.027  -1.488
O  -1.229  -0.726  -1.246
C  -0.191  -2.935  -1.311
C  -0.377  -4.244  -1.720
C  0.642  -5.164  -1.604
C  1.855  -4.818  -1.053
C  2.046  -3.524  -0.626
C  1.052  -2.529  -0.780
O  1.325  -1.284  -0.448
N  3.336  -3.242  0.040
O  3.457  -2.210  0.669
O  4.226  -4.061  -0.101
N  0.429  -6.548  -2.052
O  1.368  -7.317  -1.968
O  -0.644  -6.817  -2.553
H  -1.333  -4.533  -2.131
H  2.639  -5.549  -0.939
S  1.824  1.451  0.755
C  1.017  2.869  1.283
C  1.774  3.777  2.099
N  2.382  4.504  2.751
C  -0.269  3.165  0.917
S  -1.199  2.146  -0.099
C  -0.890  4.393  1.332
N  -1.410  5.366  1.657
C  -3.747  -1.094  3.191
C  -2.813  -2.285  2.991
N  -1.452  -2.079  3.489
C  -1.107  -2.664  4.788
C  -1.519  -1.808  5.980
C  -0.595  -1.293  2.809
C  0.799  -1.116  3.341
N  -0.914  -0.694  1.699
H  -4.722  -1.317  2.756
H  -3.365  -0.188  2.717
H  -3.885  -0.882  4.251
H  -2.763  -2.565  1.937
H  -3.211  -3.151  3.517
H  -0.041  -2.864  4.817
H  -1.603  -3.632  4.841
H  -1.083  -0.810  5.916
H  -1.180  -2.271  6.908
H  -2.603  -1.703  6.034
H  1.333  -2.067  3.355
H  0.788  -0.717  4.355
H  1.340  -0.433  2.698
H  -1.859  -0.871  1.378


Entry 7:
Here is C5H10N2O as an isolated structure at a distorted geometry from the Open Molecules 2025 dataset. Energies are from ωB97M-V/def2-TZVPD.

The value obtained for the energy relative to the best compared isomer or geometry (same formula, charge and spin) is 66.6 kcal per mole. The gap between HOMO and LUMO is 7.69 eV. The spin multiplicity is 1. The value obtained for the max |F| is 4.0 eV/Å.

Element x y z (Å)
C  0.214  0.513  -0.451
C  0.961  1.818  -0.526
N  -2.231  -1.305  -0.107
C  1.092  -0.706  0.362
C  -0.608  0.275  0.756
C  -1.568  -0.693  0.914
O  -0.364  0.073  -1.660
N  2.112  -0.454  1.073
H  0.256  0.271  -2.373
H  -1.817  -1.231  -1.021
H  -2.793  -2.114  0.086
H  2.741  -1.247  1.181
H  0.876  -1.652  -0.141
H  -0.360  0.883  1.613
H  -1.981  -0.849  1.903
H  1.456  2.011  0.431
H  1.729  1.761  -1.310
H  0.283  2.646  -0.730


Entry 8:
Here is the molecule C5H9NO from the Open Molecules 2025 dataset. Energies are from ωB97M-V/def2-TZVPD.

The value obtained for the energy relative to the best compared isomer or geometry (same formula, charge and spin) is 50.5 kcal per mole. The gap between HOMO and LUMO is 10.80 eV. As for the SMILES: [H]/N=C(/C)OC1CC1. The spin multiplicity is 1. The value obtained for the max |F| is 0.5 eV/Å.

Element x y z (Å)
H  1.741  -1.015  1.369
N  1.546  -1.472  0.477
C  0.335  -1.292  0.157
C  -0.260  -1.887  -1.086
O  -0.582  -0.585  0.906
C  -0.440  0.819  0.999
C  -0.830  1.648  -0.181
C  0.613  1.581  0.258
H  -1.043  -2.605  -0.822
H  -0.739  -1.105  -1.681
H  0.512  -2.380  -1.679
H  -0.706  1.159  1.995
H  -1.106  1.080  -1.063
H  -1.391  2.568  -0.050
H  1.319  1.038  -0.359
H  1.031  2.447  0.761


Entry 9:
Here is a 2-piece molecular cluster, C10H16 overall at a distorted geometry from the Open Molecules 2025 dataset. Energies are from ωB97M-V/def2-TZVPD.

The value obtained for the energy relative to the best compared isomer or geometry (same formula, charge and spin) is 23.1 kcal per mole. The gap between HOMO and LUMO is 9.96 eV. As for the SMILES: Cc1ccccc1.CCC. The spin multiplicity is 1. The value obtained for the max |F| is 2.1 eV/Å.

Element x y z (Å)
C  -1.159  0.143  2.134
C  -1.592  -0.513  0.869
C  -1.512  0.056  -0.389
C  -1.637  -0.684  -1.553
C  -1.742  -2.086  -1.512
C  -1.930  -2.674  -0.264
C  -1.779  -1.897  0.877
H  -0.717  -0.590  2.800
H  -1.999  0.551  2.723
H  -0.459  0.961  1.947
H  -1.349  1.128  -0.459
H  -1.717  -0.305  -2.568
H  -1.615  -2.659  -2.406
H  -2.142  -3.740  -0.234
H  -1.750  -2.467  1.814
C  2.798  0.839  -0.657
C  3.582  2.194  -0.444
C  2.891  3.065  0.561
H  3.461  0.001  -0.908
H  2.318  0.738  0.315
H  2.148  0.829  -1.532
H  3.655  2.733  -1.392
H  4.625  1.931  -0.220
H  1.977  3.526  0.146
H  3.628  3.747  0.996
H  2.458  2.600  1.446


Entry 10:
Here is a 2-piece molecular cluster, H2INS overall at a distorted geometry from the Open Molecules 2025 dataset. Energies are from ωB97M-V/def2-TZVPD.

The value obtained for the energy relative to the best compared isomer or geometry (same formula, charge and spin) is 132.3 kcal per mole. The gap between HOMO and LUMO (spin up / spin down) is 7.59 / 8.52 eV. The spin multiplicity is 1. The value obtained for the max |F| is 3.7 eV/Å.

Element x y z (Å)
N  0.848  -0.665  -0.400
S  -0.055  0.392  0.195
I  -2.418  -0.251  0.064
H  1.936  -0.741  1.196
H  -0.310  1.264  -1.056


Entry 11:
Here is the molecule C18H29N3OS from the Open Molecules 2025 dataset. Energies are from ωB97M-V/def2-TZVPD.

The value obtained for the energy relative to the best compared isomer or geometry (same formula, charge and spin) is 11.4 kcal per mole. The gap between HOMO and LUMO is 8.52 eV. As for the SMILES: CCCCN(C)C1CCN(C(=S)Nc2ccc(OC)cc2)CC1. The spin multiplicity is 1. The value obtained for the max |F| is 0.6 eV/Å.

Element x y z (Å)
C  -3.580  -1.052  1.714
C  -3.387  0.451  1.550
C  -2.266  0.778  0.565
C  -2.046  2.297  0.459
N  -1.273  2.798  -0.658
C  -1.969  2.745  -1.923
C  0.143  2.494  -0.755
C  0.513  1.093  -1.284
C  2.030  0.967  -1.397
N  2.675  1.255  -0.132
C  3.691  0.530  0.378
S  4.847  1.169  1.378
N  3.797  -0.788  0.016
C  2.740  -1.709  -0.068
C  1.540  -1.509  0.602
C  0.512  -2.431  0.507
C  0.675  -3.583  -0.252
O  -0.269  -4.552  -0.417
C  -1.509  -4.397  0.227
C  1.893  -3.800  -0.900
C  2.911  -2.878  -0.810
C  2.384  2.583  0.359
C  0.878  2.722  0.568
H  -2.678  -1.513  2.112
H  -3.811  -1.515  0.756
H  -4.398  -1.261  2.399
H  -4.319  0.899  1.198
H  -3.154  0.894  2.521
H  -2.521  0.374  -0.416
H  -1.350  0.292  0.904
H  -1.586  2.657  1.382
H  -3.026  2.778  0.382
H  -2.926  3.257  -1.815
H  -2.165  1.728  -2.292
H  -1.382  3.273  -2.673
H  0.540  3.224  -1.478
H  0.137  0.320  -0.617
H  0.077  0.935  -2.271
H  2.304  -0.031  -1.738
H  2.395  1.695  -2.136
H  4.704  -1.185  0.225
H  1.419  -0.634  1.223
H  -0.406  -2.243  1.042
H  -2.030  -3.495  -0.113
H  -1.397  -4.363  1.316
H  -2.095  -5.273  -0.045
H  2.015  -4.706  -1.471
H  3.850  -3.055  -1.313
H  2.921  2.728  1.298
H  2.737  3.333  -0.360
H  0.653  3.719  0.948
H  0.560  1.987  1.307


Which value of max |F| does entry 5 give? 1.0 eV/Å